The following is a quantum chemistry calculation of a single C13H26N2O6S2 molecule at a distorted geometry, from the OMol25 dataset.

ORCA input file:
```
! wB97M-V def2-TZVPD RIJCOSX def2/J DEFGRID3
* xyz 0 1
N 3.1159 1.0383 -1.5168
O -1.7784 5.1670 6.6716
O -1.0734 -5.5288 -1.3028
O -0.1805 -1.5185 -4.1758
O 1.6592 -0.9765 -2.4629
O -1.4109 -3.7311 -3.4829
O -0.8916 -2.0901 -0.1994
S 1.6182 4.7151 3.3017
S 0.6842 -0.1964 0.7409
C 2.8750 1.1947 -0.2176
N 3.0976 2.4295 0.2544
C 2.5016 -0.0230 0.6012
C -0.9936 5.2326 5.4521
C 2.0257 4.1257 1.5949
C 0.1339 3.6885 3.6830
C 2.8835 2.8971 1.6471
C -0.4031 3.8504 5.1527
C -0.6798 -4.5044 -0.4468
C -0.6197 -1.5587 -2.8406
C 0.3500 -0.8167 -1.8866
C -0.6473 -3.0635 -2.4853
C 0.3776 -1.4671 -0.4958
C -1.2042 -3.2080 -1.0538
H 3.4398 1.8772 -1.9937
H -2.1399 6.0177 6.9809
H -1.4437 -5.1363 -2.1250
H 0.7854 -1.3965 -4.1660
H 2.2627 -0.2774 -2.1421
H -1.2338 -3.2456 -4.3145
H 3.0503 3.2063 -0.4156
H 2.8713 0.0662 1.5819
H 2.9823 -0.8795 0.1022
H -0.1961 5.9676 5.5266
H -1.5995 5.5352 4.6027
H 1.0913 3.8718 1.0242
H 2.5321 4.9754 1.0484
H -0.6940 3.9174 2.9778
H 0.4200 2.6634 3.5114
H 2.2757 2.2147 2.2673
H 3.8639 3.0539 2.1592
H 0.3930 3.6469 5.8904
H -1.1575 3.1065 5.3399
H -1.1262 -4.6746 0.5516
H 0.4437 -4.4517 -0.3265
H -1.6034 -1.0873 -2.7353
H -0.0065 0.2336 -1.8068
H 0.3597 -3.4872 -2.5107
H 1.1897 -2.1670 -0.5250
H -2.2706 -3.2772 -1.1064
*
```

Summary:
Kohn-Sham gap, eV: 9.596
SMILES: [H]/N=C(/CS[C@H]1O[C@H](CO)[C@@H](O)[C@H](O)[C@@H]1O)NCCSCCCO
HOMO energy, eV: -9.2
Electronic energy, Eh: -1868.21399

---

The following is a quantum chemistry calculation of a molecular structure, C3H9N3S at a distorted geometry, from the OMol25 dataset.

ORCA input file:
```
! wB97M-V def2-TZVPD RIJCOSX def2/J DEFGRID3
* xyz 0 1
C -0.1940 -1.8726 0.2043
C 0.8672 -0.8127 0.3618
C 0.7175 1.5383 0.3019
N -2.4238 0.9214 -0.6213
N -1.4351 -1.2281 -0.2586
N 0.4160 0.3550 1.0811
S -1.8750 0.1705 0.5734
H 0.1046 -2.5312 -0.5376
H -0.3648 -2.2757 1.1423
H 1.7258 -1.2212 0.8457
H 1.1467 -0.3434 -0.6551
H 0.7178 1.3392 -0.6968
H 0.0268 2.2526 0.5934
H 1.7529 1.7833 0.4669
H -3.0797 1.7477 -0.2435
H -1.6890 -0.9722 -1.2103
*
```

Summary:
Kohn-Sham gap (spin up / spin down), eV: 8.178 / 8.185
HOMO energy (spin up / spin down), eV: -7.8 / -7.8
Electronic energy, Eh: -682.01146

---

The following is a quantum chemistry calculation of 2 unconnected molecules or ions with the total composition C4H7IN at a distorted geometry, from the OMol25 dataset.

ORCA input file:
```
! wB97M-V def2-TZVPD RIJCOSX def2/J DEFGRID3
* xyz 1 1
C 1.4098 -0.0601 -2.4191
C 0.5181 -0.2118 -1.6260
C 0.4784 0.8436 1.2182
C -0.3892 0.4024 0.1738
N -0.8030 -0.9907 0.5334
I -2.0836 1.4763 -0.6548
H 1.8519 -0.4527 -3.2636
H -0.1709 0.4670 2.0623
H 1.3620 0.3278 1.0730
H 0.5708 1.9872 1.2440
H -1.7787 -0.8732 0.7850
H -0.8386 -1.5918 -0.3803
H -0.1270 -1.3241 1.2543
*
```

Summary:
Kohn-Sham gap, eV: 8.842
HOMO energy, eV: -13.9
Electronic energy, Eh: -508.58352

---

The following is a quantum chemistry calculation of a single C5H6O3 molecule at a distorted geometry, from the OMol25 dataset.

ORCA input file:
```
! wB97M-V def2-TZVPD RIJCOSX def2/J DEFGRID3
* xyz 0 1
C -1.4907 -0.4235 -0.2392
C 0.1006 1.3809 0.1299
C -0.2957 -0.6341 0.7211
C 0.9973 -0.8084 -0.1213
C 1.1979 0.5334 -0.6023
H -2.3880 -0.6508 0.2210
H -1.4647 -1.2171 -1.1001
H 0.1140 2.5344 0.4199
H -0.7124 -1.1658 1.5374
H 1.2080 -1.9411 -0.4868
H 1.7131 0.7519 -1.6771
O -1.0697 0.9268 -0.5077
O 0.0547 0.6270 1.4709
O 2.0356 0.0864 0.2344
*
```

Summary:
Kohn-Sham gap, eV: 10.729
SMILES: C1O[C@H]2O[C@@H]1[C@@H]1O[C@H]21
HOMO energy, eV: -9.8
Electronic energy, Eh: -419.64793